[1]
{
  "formula": "C43H99N13O19P4",
  "method": "wB97M-V/def2-TZVPD",
  "species": ["C", "N", "C", "P", "O", "N", "C", "C", "N", "C", "C", "H", "H", "H", "H", "H", "H", "H", "H", "H", "H", "H", "H", "H", "H", "H", "H", "H", "H", "C", "N", "C", "P", "O", "N", "C", "C", "N", "C", "C", "H", "H", "H", "H", "H", "H", "H", "H", "H", "H", "H", "H", "H", "H", "H", "H", "H", "H", "C", "N", "C", "P", "O", "N", "C", "C", "N", "C", "C", "H", "H", "H", "H", "H", "H", "H", "H", "H", "H", "H", "H", "H", "H", "H", "H", "H", "H", "C", "N", "C", "P", "O", "N", "C", "C", "N", "C", "C", "H", "H", "H", "H", "H", "H", "H", "H", "H", "H", "H", "H", "H", "H", "H", "H", "H", "H", "O", "C", "O", "C", "C", "O", "H", "H", "H", "H", "O", "C", "O", "C", "C", "O", "H", "H", "H", "H", "O", "C", "O", "C", "C", "O", "H", "H", "H", "H", "O", "C", "O", "C", "C", "O", "H", "H", "H", "H", "O", "C", "O", "C", "C", "O", "H", "H", "H", "H", "C", "C", "C", "C", "N", "H", "H", "H", "H", "H", "H", "H"],
  "positions_angstrom": [[-6.04, 7.52, 5.33], [-5.49, 8.28, 4.19], [-6.43, 9.33, 3.60], [-4.07, 7.75, 3.44], [-3.07, 7.16, 4.36], [-4.65, 6.61, 2.20], [-4.39, 5.22, 2.49], [-5.66, 6.88, 1.09], [-3.49, 8.98, 2.45], [-2.44, 8.68, 1.47], [-3.31, 10.28, 3.04], [-6.49, 6.59, 4.97], [-6.82, 8.15, 5.77], [-5.27, 7.30, 6.07], [-5.92, 9.81, 2.75], [-6.64, 10.11, 4.34], [-7.38, 8.89, 3.31], [-3.33, 4.99, 2.64], [-4.85, 4.98, 3.44], [-4.97, 4.50, 1.91], [-5.17, 7.63, 0.46], [-5.91, 6.05, 0.42], [-6.62, 7.19, 1.49], [-1.45, 8.63, 1.93], [-2.48, 7.71, 0.99], [-2.39, 9.46, 0.70], [-3.36, 11.03, 2.25], [-2.38, 10.33, 3.60], [-4.06, 10.64, 3.74], [-13.82, 13.68, 3.34], [-12.42, 13.55, 3.51], [-12.01, 12.09, 3.54], [-11.56, 14.74, 4.31], [-11.86, 14.97, 5.75], [-9.93, 14.36, 4.03], [-8.94, 14.52, 5.13], [-9.26, 14.26, 2.68], [-11.77, 16.22, 3.46], [-11.46, 17.53, 4.13], [-12.01, 16.25, 2.02], [-14.15, 14.66, 2.99], [-14.28, 13.53, 4.32], [-14.23, 12.95, 2.65], [-10.95, 11.89, 3.43], [-12.56, 11.60, 2.74], [-12.35, 11.65, 4.49], [-7.92, 14.45, 4.75], [-9.10, 15.47, 5.65], [-9.17, 13.71, 5.82], [-9.10, 15.30, 2.41], [-8.30, 13.75, 2.80], [-9.85, 13.83, 1.87], [-10.70, 18.09, 3.60], [-12.34, 18.18, 4.17], [-11.11, 17.23, 5.12], [-11.15, 15.78, 1.54], [-12.15, 17.29, 1.71], [-12.92, 15.73, 1.73], [-6.68, 11.51, 13.44], [-5.68, 11.90, 12.47], [-5.91, 13.13, 11.68], [-4.13, 11.17, 12.65], [-3.94, 10.29, 13.81], [-3.77, 10.42, 11.17], [-4.20, 9.01, 11.01], [-3.98, 11.16, 9.96], [-3.07, 12.48, 12.82], [-3.21, 13.36, 14.00], [-1.72, 12.45, 12.25], [-6.28, 11.48, 14.46], [-7.02, 10.51, 13.17], [-7.56, 12.15, 13.41], [-6.10, 14.03, 12.27], [-6.78, 12.99, 11.04], [-5.05, 13.36, 11.05], [-4.06, 8.62, 10.01], [-3.73, 8.42, 11.80], [-5.28, 8.98, 11.18], [-3.56, 12.17, 10.04], [-3.50, 10.70, 9.10], [-5.07, 11.25, 9.92], [-2.87, 12.79, 14.87], [-2.67, 14.29, 13.84], [-4.21, 13.73, 14.21], [-1.70, 11.87, 11.33], [-0.95, 12.05, 12.91], [-1.41, 13.45, 11.96], [-21.59, 5.83, 13.45], [-20.85, 7.05, 13.27], [-21.75, 8.21, 12.95], [-19.29, 7.30, 13.97], [-18.36, 6.12, 13.85], [-18.67, 8.61, 13.06], [-18.07, 9.86, 13.68], [-18.40, 8.40, 11.65], [-19.47, 7.86, 15.63], [-20.32, 9.00, 15.91], [-18.95, 7.05, 16.72], [-21.76, 5.47, 12.43], [-22.58, 6.05, 13.86], [-20.95, 5.08, 13.91], [-22.15, 8.09, 11.94], [-21.15, 9.12, 12.97], [-22.58, 8.38, 13.63], [-18.72, 10.29, 14.43], [-17.11, 9.74, 14.19], [-17.93, 10.68, 12.97], [-17.43, 8.79, 11.34], [-18.47, 7.35, 11.37], [-19.16, 8.85, 11.01], [-19.87, 9.75, 16.56], [-20.85, 9.47, 15.08], [-21.15, 8.63, 16.51], [-17.92, 6.77, 16.47], [-19.45, 6.09, 16.87], [-18.88, 7.60, 17.66], [-12.12, 9.52, 15.63], [-12.31, 8.41, 16.03], [-11.35, 7.45, 16.15], [-11.80, 6.46, 17.04], [-13.33, 6.65, 16.95], [-13.50, 7.99, 16.58], [-11.43, 5.46, 16.79], [-11.44, 6.65, 18.05], [-13.76, 6.64, 17.95], [-13.79, 5.90, 16.31], [-17.32, 18.22, 11.05], [-16.27, 17.87, 10.48], [-15.85, 18.43, 9.39], [-14.72, 17.86, 8.81], [-14.54, 16.66, 9.75], [-15.50, 16.88, 10.83], [-14.79, 17.70, 7.74], [-13.90, 18.58, 8.82], [-13.52, 16.63, 10.13], [-14.70, 15.69, 9.29], [-18.25, 13.59, 9.32], [-19.17, 14.34, 9.67], [-19.54, 14.57, 10.94], [-20.81, 15.38, 10.93], [-20.93, 15.91, 9.50], [-19.88, 15.16, 8.82], [-21.63, 14.71, 11.17], [-20.70, 16.22, 11.61], [-20.64, 16.97, 9.51], [-21.93, 15.66, 9.15], [-9.39, 16.70, 12.93], [-9.35, 17.49, 11.95], [-9.49, 17.06, 10.67], [-8.88, 18.07, 9.80], [-9.18, 19.34, 10.68], [-9.27, 18.79, 11.97], [-7.82, 17.82, 9.71], [-9.33, 18.10, 8.81], [-10.07, 19.83, 10.28], [-8.35, 20.04, 10.63], [-16.76, 7.85, 6.31], [-17.80, 8.40, 5.92], [-18.89, 7.85, 5.36], [-19.82, 8.81, 4.87], [-19.48, 10.02, 5.72], [-18.11, 9.75, 6.00], [-19.60, 8.95, 3.82], [-20.87, 8.55, 4.93], [-20.13, 10.08, 6.60], [-19.67, 10.85, 5.04], [-11.94, 12.16, 10.83], [-12.84, 11.26, 9.92], [-12.07, 10.51, 8.83], [-11.00, 9.74, 9.39], [-10.14, 9.10, 9.89], [-12.52, 12.68, 11.59], [-11.51, 12.95, 10.22], [-11.19, 11.50, 11.27], [-13.62, 11.91, 9.53], [-13.35, 10.55, 10.58], [-11.70, 11.32, 8.20], [-12.72, 9.82, 8.29]],
  "mulliken_charge": [-1.0501, 0.1842, -1.1805, 0.4670, -0.8503, 0.2257, -1.0232, -0.8691, 0.2671, -1.0987, -1.2019, 0.2829, 0.4039, 0.3130, 0.3581, 0.4215, 0.3764, 0.2753, 0.2966, 0.3642, 0.2789, 0.4063, 0.2125, 0.3646, 0.3245, 0.3501, 0.3862, 0.3476, 0.3652, -1.0850, 0.3930, -0.9673, 0.1263, -0.8241, 0.3243, -0.9561, -1.1225, 0.2153, -0.9742, -0.9137, 0.2965, 0.3724, 0.3370, 0.2794, 0.3673, 0.3274, 0.3994, 0.2071, 0.3016, 0.3582, 0.3904, 0.3238, 0.3605, 0.3293, 0.2593, 0.2300, 0.4458, 0.2013, -1.1582, 0.3407, -1.1022, 0.4350, -0.8985, 0.0335, -0.8749, -1.1969, 0.3277, -1.0452, -1.0607, 0.3273, 0.2983, 0.4169, 0.4024, 0.3742, 0.3429, 0.3074, 0.2999, 0.3223, 0.2789, 0.3833, 0.4699, 0.3075, 0.3673, 0.2827, 0.3323, 0.3211, 0.3645, -1.0467, 0.2894, -1.1494, 0.2756, -0.8378, 0.3429, -1.0657, -1.1773, 0.3322, -1.1966, -1.0584, 0.3406, 0.2678, 0.3477, 0.3302, 0.3642, 0.3569, 0.2907, 0.3289, 0.4559, 0.4287, 0.3615, 0.3004, 0.3942, 0.3273, 0.4032, 0.3424, 0.2925, 0.3617, -0.5059, 0.6181, -0.3102, -0.2354, -0.3002, -0.3031, 0.2858, 0.2231, 0.2582, 0.2672, -0.6401, 0.7516, -0.3540, -0.1422, -0.1002, -0.3112, 0.2377, 0.1922, 0.1476, 0.2176, -0.6033, 0.7162, -0.3017, -0.3142, -0.2415, -0.3362, 0.2631, 0.2759, 0.2885, 0.2528, -0.5895, 0.6726, -0.2876, -0.2494, -0.2985, -0.3091, 0.2419, 0.2455, 0.2858, 0.2839, -0.5490, 0.6757, -0.3425, -0.3525, -0.2623, -0.2948, 0.2513, 0.3268, 0.2717, 0.2742, -1.1358, -0.5716, -0.0067, 0.2670, -0.4880, 0.3256, 0.2525, 0.3966, 0.3264, 0.3082, 0.0499, 0.2825],
  "mol_weight_g_mol": 1226.23,
  "orbital_gap_ev": 7.98,
  "lumo_ev": 0.017,
  "fmax_ev_per_a": 5.887,
  "smiles": "CN(C)P(=O)(N(C)C)N(C)C.CN(C)P(=O)(N(C)C)N(C)C.CN(C)P(=O)(N(C)C)N(C)C.CN(C)P(=O)(N(C)C)N(C)C.O=C1OCCO1.O=C1OCCO1.O=C1OCCO1.O=C1OCCO1.O=C1OCCO1.CCCC#N"
}

[2]
{
  "formula": "C44H100B4F16N12O4",
  "method": "wB97M-V/def2-TZVPD",
  "species": ["C", "C", "N", "C", "C", "N", "C", "C", "H", "H", "H", "H", "H", "H", "H", "H", "H", "H", "H", "C", "C", "N", "C", "C", "N", "C", "C", "H", "H", "H", "H", "H", "H", "H", "H", "H", "H", "H", "C", "C", "N", "C", "C", "N", "C", "C", "H", "H", "H", "H", "H", "H", "H", "H", "H", "H", "H", "C", "C", "N", "C", "C", "N", "C", "C", "H", "H", "H", "H", "H", "H", "H", "H", "H", "H", "H", "C", "N", "C", "C", "C", "C", "O", "H", "H", "H", "H", "H", "H", "H", "H", "H", "H", "H", "H", "H", "H", "C", "N", "C", "C", "C", "C", "O", "H", "H", "H", "H", "H", "H", "H", "H", "H", "H", "H", "H", "H", "H", "C", "N", "C", "C", "C", "C", "O", "H", "H", "H", "H", "H", "H", "H", "H", "H", "H", "H", "H", "H", "H", "C", "N", "C", "C", "C", "C", "O", "H", "H", "H", "H", "H", "H", "H", "H", "H", "H", "H", "H", "H", "H", "B", "F", "F", "F", "F", "B", "F", "F", "F", "F", "B", "F", "F", "F", "F", "B", "F", "F", "F", "F"],
  "positions_angstrom": [[1.13, -6.20, 6.51], [0.83, -6.49, 5.04], [1.51, -5.62, 4.08], [1.91, -5.89, 2.79], [2.39, -4.73, 2.26], [2.16, -3.73, 3.19], [1.68, -4.31, 4.29], [2.30, -2.30, 2.94], [0.95, -5.16, 6.79], [2.14, -6.55, 6.70], [0.45, -6.76, 7.15], [-0.25, -6.43, 4.86], [1.13, -7.49, 4.72], [1.95, -6.90, 2.40], [2.82, -4.54, 1.28], [1.52, -3.77, 5.20], [1.57, -2.05, 2.18], [3.31, -1.94, 2.80], [1.84, -1.78, 3.79], [-2.42, 6.35, 0.37], [-2.77, 4.87, 0.72], [-3.53, 4.31, -0.35], [-4.89, 4.34, -0.42], [-5.31, 3.86, -1.60], [-4.17, 3.68, -2.38], [-3.13, 3.89, -1.57], [-4.15, 3.00, -3.69], [-2.14, 6.93, 1.25], [-3.25, 6.84, -0.14], [-1.52, 6.40, -0.25], [-3.32, 4.77, 1.65], [-1.88, 4.26, 0.91], [-5.51, 4.54, 0.44], [-6.31, 3.72, -1.99], [-2.11, 3.77, -1.92], [-3.34, 2.29, -3.84], [-4.12, 3.86, -4.37], [-5.11, 2.51, -3.83], [4.76, -7.54, -8.14], [4.72, -6.04, -7.88], [3.89, -5.70, -6.76], [3.92, -6.30, -5.52], [3.17, -5.55, -4.65], [2.63, -4.53, -5.37], [3.12, -4.60, -6.62], [1.75, -3.49, -4.89], [3.75, -7.92, -8.30], [5.27, -8.21, -7.44], [5.29, -7.70, -9.08], [4.30, -5.58, -8.78], [5.70, -5.57, -7.82], [4.73, -6.99, -5.34], [2.98, -5.67, -3.60], [2.86, -3.89, -7.39], [1.60, -3.53, -3.81], [0.76, -3.57, -5.33], [2.12, -2.49, -5.12], [4.88, 10.89, -1.15], [5.65, 9.69, -0.60], [4.96, 8.43, -0.87], [3.63, 8.19, -0.60], [3.41, 6.87, -0.93], [4.59, 6.34, -1.32], [5.55, 7.26, -1.20], [4.75, 5.05, -2.01], [3.80, 10.93, -0.97], [5.04, 11.15, -2.19], [5.19, 11.79, -0.60], [5.76, 9.80, 0.48], [6.68, 9.60, -0.94], [2.88, 8.93, -0.39], [2.56, 6.22, -0.78], [6.60, 7.02, -1.28], [5.75, 4.64, -1.89], [4.58, 5.38, -3.04], [3.91, 4.44, -1.72], [1.65, 1.70, 5.36], [0.54, 2.64, 4.97], [-0.23, 3.19, 6.17], [1.01, 3.85, 4.17], [-0.53, 1.84, 4.19], [-0.02, 1.26, 2.84], [0.29, 2.27, 1.95], [2.33, 2.20, 6.04], [2.10, 1.45, 4.40], [1.23, 0.84, 5.87], [0.49, 3.80, 6.72], [-0.73, 2.38, 6.69], [-0.95, 3.92, 5.82], [1.76, 3.61, 3.43], [1.42, 4.54, 4.91], [0.06, 4.19, 3.75], [-1.35, 2.52, 3.99], [-0.76, 0.99, 4.83], [-0.82, 0.66, 2.38], [0.80, 0.55, 2.99], [1.21, 2.14, 1.65], [-3.31, -4.67, -0.51], [-2.55, -4.99, 0.74], [-2.06, -3.72, 1.40], [-3.43, -5.67, 1.73], [-1.45, -6.02, 0.30], [-0.15, -5.36, -0.10], [-0.27, -4.56, -1.26], [-3.76, -5.58, -0.88], [-2.57, -4.31, -1.23], [-4.01, -3.86, -0.32], [-1.27, -3.38, 0.73], [-1.66, -4.00, 2.38], [-2.90, -3.07, 1.55], [-4.00, -6.51, 1.33], [-4.11, -4.92, 2.14], [-2.86, -6.12, 2.54], [-1.80, -6.54, -0.60], [-1.27, -6.76, 1.07], [0.58, -6.14, -0.36], [0.18, -4.74, 0.74], [0.35, -3.83, -1.09], [-0.23, 1.69, -2.67], [1.00, 0.86, -2.34], [1.19, -0.18, -3.41], [2.12, 1.87, -2.53], [1.03, 0.33, -0.96], [-0.12, -0.57, -0.50], [-1.22, 0.27, -0.14], [-1.05, 0.98, -2.59], [-0.17, 2.06, -3.69], [-0.37, 2.40, -1.86], [2.16, -0.65, -3.25], [1.14, 0.32, -4.37], [0.46, -0.99, -3.38], [3.06, 1.46, -2.18], [1.94, 2.72, -1.88], [2.23, 2.18, -3.57], [1.04, 1.18, -0.27], [1.99, -0.16, -0.86], [0.34, -1.13, 0.33], [-0.34, -1.33, -1.25], [-1.91, -0.46, -0.29], [-4.86, 1.65, 2.17], [-5.08, 0.28, 2.70], [-6.40, -0.22, 2.12], [-3.98, -0.59, 2.20], [-5.08, 0.27, 4.24], [-6.22, 0.91, 4.98], [-7.43, 0.22, 4.71], [-4.83, 1.66, 1.08], [-3.90, 2.06, 2.48], [-5.72, 2.22, 2.53], [-6.17, -0.67, 1.15], [-7.20, 0.50, 2.16], [-6.64, -1.12, 2.70], [-3.94, -0.56, 1.11], [-4.10, -1.60, 2.58], [-3.03, -0.21, 2.57], [-4.13, 0.61, 4.66], [-4.98, -0.81, 4.40], [-6.25, 1.98, 4.77], [-6.08, 0.85, 6.07], [-8.14, 0.76, 5.09], [-3.67, -1.45, -1.85], [-2.78, -0.87, -2.75], [-4.68, -0.53, -1.59], [-4.14, -2.69, -2.30], [-2.94, -1.61, -0.63], [-0.16, 0.32, -6.77], [-0.44, 0.64, -8.11], [0.73, -0.75, -6.74], [0.45, 1.43, -6.14], [-1.37, 0.06, -6.08], [2.93, -3.06, -1.08], [2.79, -3.80, -2.24], [3.28, -1.68, -1.31], [1.77, -3.14, -0.30], [4.00, -3.49, -0.29], [3.44, 2.93, 1.14], [4.31, 2.90, 0.09], [2.34, 3.80, 0.88], [2.89, 1.63, 1.36], [4.05, 3.28, 2.37]],
  "mulliken_charge": [-1.2649, -0.1544, 0.2657, -0.6209, -0.7640, 0.3301, -0.1683, -0.6398, 0.3780, 0.3316, 0.4161, 0.1605, 0.3963, 0.5596, 0.7991, 0.2970, 0.0110, 0.3274, 0.2327, -1.2795, -0.2504, 0.7407, -0.8193, -0.4279, 0.1253, -0.3192, -0.9111, 0.4361, 0.3583, 0.3374, 0.2984, 0.0192, 0.5434, 0.5214, 0.5917, 0.4068, 0.3608, 0.3333, -1.1979, -0.3767, 0.2402, -0.5734, -0.2879, 0.2370, -0.2702, -0.4907, 0.3497, 0.3578, 0.3894, 0.3082, 0.3430, 0.3882, 0.4997, 0.5076, -0.2159, 0.3863, 0.3949, -1.1323, -0.3484, 0.1570, -0.5827, -0.4487, 0.2348, -0.0285, -0.6834, 0.3085, 0.3233, 0.3742, 0.3051, 0.3612, 0.3591, 0.5410, 0.3827, 0.3277, 0.4256, 0.0606, -0.7170, 0.1205, -0.8492, -0.5699, -1.1758, 0.8472, 0.2494, 0.3696, 0.3110, 0.3044, 0.4064, 0.3339, 0.3756, 0.1924, 0.4263, 0.3589, 0.4715, 0.4227, -0.5362, 0.1858, -0.5052, -1.1416, 0.5525, -0.4584, -0.8667, -0.8899, 0.1654, -0.6774, 0.4777, 0.4292, 0.2734, 0.0085, 0.4214, 0.0647, 0.3565, 0.2954, 0.3753, 0.2971, 0.4400, 0.7611, -0.2109, 0.3340, -1.1169, 1.0797, -1.2162, -1.3429, -1.1927, 0.8646, 1.3835, 0.3904, 0.5643, 0.1755, 0.4224, 0.3092, 0.4527, 0.4485, 0.3692, 0.5535, 0.1109, 0.4610, -0.7351, 0.2672, -0.4778, -1.2542, 0.8236, -0.8005, -1.2728, -0.2621, -0.7298, -0.5031, 0.5244, 0.0740, 0.5790, 0.1727, 0.3377, 0.4339, 0.4470, 0.5980, 0.0752, 0.1846, 0.4049, 0.3280, 0.4420, 0.3416, -0.2563, -0.2050, -0.3723, -0.3007, -0.4464, 0.3895, -0.3397, -0.2957, -0.3802, -0.3542, -0.4708, -0.0409, -0.2656, 0.1849, -0.3274, -0.0188, -0.2475, -0.3845, -0.0994, -0.3978],
  "mol_weight_g_mol": 1208.58,
  "relative_energy_kcal_mol": 0.00,
  "orbital_gap_ev": 7.68,
  "lumo_ev": -8.128,
  "total_charge": 4,
  "fmax_ev_per_a": 2.850
}